A molecular structure, C47H41CeN8O3PS3 at a distorted geometry. Source: the Open Molecules 2025 dataset; level of theory: ωB97M-V/def2-TZVPD.

The spin multiplicity is 2. The energy above the lowest of the compared OMol25 structures with the same formula, charge and spin is 90.2 kcal/mol. The total charge is +1. The calculation puts the HOMO energy (alpha / beta) at -0.3541 / -0.3546 Ha.

```
104
Properties=species:S:1:pos:R:3:lowdin_charge:R:1
Ce -19.67 7.37 -3.54 1.27
N -18.53 7.08 -0.74 0.09
C -17.29 7.52 -1.30 -0.66
N -17.18 7.61 -2.57 0.00
C -15.89 7.97 -2.97 -0.29
C -15.06 8.19 -1.92 -0.32
S -15.83 7.82 -0.41 1.11
C -15.58 7.90 -4.42 -0.28
C -14.99 8.86 -5.12 -0.38
S -14.99 8.89 -6.88 0.89
C -16.65 8.36 -7.16 -0.43
N -16.12 6.74 -4.97 0.08
N -16.85 8.11 -8.45 -0.04
H -18.66 6.07 -0.92 0.11
H -18.72 7.31 0.21 0.09
H -14.03 8.54 -1.98 0.10
H -14.58 9.72 -4.60 0.07
H -17.82 8.14 -8.76 0.06
H -16.14 8.09 -9.20 0.11
C -26.48 5.09 0.05 -0.08
C -25.40 5.69 0.70 -0.08
C -24.29 6.10 -0.03 -0.11
C -24.19 5.82 -1.40 -0.38
C -25.26 5.18 -2.02 -0.08
C -26.39 4.83 -1.31 -0.08
P -22.72 6.38 -2.27 1.07
C -22.95 5.67 -3.96 -0.38
C -23.69 6.27 -4.97 -0.10
C -23.90 5.61 -6.19 -0.08
C -23.23 4.40 -6.45 -0.08
C -22.45 3.82 -5.46 -0.08
C -22.31 4.45 -4.23 -0.09
C -22.95 8.14 -2.48 -0.45
C -24.13 8.82 -2.12 -0.08
C -24.18 10.20 -2.21 -0.09
C -23.03 10.89 -2.56 -0.10
C -21.87 10.20 -2.91 -0.15
C -21.78 8.80 -2.93 -0.28
H -27.37 4.80 0.59 0.11
H -25.48 5.92 1.76 0.11
H -23.46 6.65 0.44 0.11
H -25.18 4.98 -3.08 0.10
H -27.21 4.31 -1.78 0.10
H -24.21 7.22 -4.81 0.12
H -24.56 6.04 -6.92 0.10
H -23.37 3.91 -7.41 0.11
H -21.97 2.89 -5.64 0.10
H -21.71 4.00 -3.42 0.09
H -25.01 8.24 -1.83 0.10
H -25.09 10.74 -1.99 0.10
H -23.04 11.97 -2.56 0.10
H -21.02 10.81 -3.24 0.03
O -19.80 3.01 -2.51 0.09
C -19.18 3.87 -3.11 -0.54
O -19.35 5.17 -3.00 -0.29
C -18.10 3.48 -4.10 -0.16
C -17.85 2.18 -4.63 0.02
C -16.78 2.04 -5.45 0.00
C -15.98 3.13 -5.86 -0.13
C -14.81 3.05 -6.66 -0.04
C -14.04 4.15 -6.83 -0.07
C -14.39 5.44 -6.29 0.00
C -15.55 5.58 -5.53 -0.15
C -16.31 4.39 -5.29 -0.15
N -17.33 4.49 -4.43 0.14
H -18.49 1.35 -4.36 0.12
H -16.60 1.07 -5.91 0.12
H -14.54 2.10 -7.11 0.12
H -13.11 4.11 -7.35 0.10
H -13.73 6.27 -6.54 0.08
H -16.89 6.32 -4.48 0.06
C -19.86 5.33 -7.98 -0.01
C -19.62 5.62 -6.64 -0.10
N -20.08 6.71 -6.05 -0.02
C -20.88 7.53 -6.73 -0.07
C -21.09 7.40 -8.11 -0.19
C -20.56 6.27 -8.73 0.00
C -21.94 8.33 -8.89 -0.03
C -21.72 9.60 -9.26 -0.02
C -20.53 10.46 -9.02 -0.26
C -20.73 11.85 -8.95 -0.01
C -19.66 12.66 -8.68 -0.13
N -18.43 12.13 -8.64 0.08
C -18.32 10.82 -8.74 -0.21
N -19.32 9.93 -8.93 0.15
H -19.45 4.41 -8.38 0.11
H -19.01 4.99 -6.01 0.10
H -21.36 8.34 -6.15 0.14
H -20.73 6.13 -9.79 0.13
H -22.88 7.94 -9.29 0.12
H -22.57 10.07 -9.78 0.12
H -21.73 12.25 -9.01 0.11
H -19.72 13.76 -8.60 0.13
H -17.32 10.44 -8.68 0.08
C -19.27 11.73 -5.29 -0.25
S -18.62 11.09 -3.81 0.89
C -16.95 11.45 -4.09 -0.24
O -18.74 9.61 -3.97 -0.64
H -18.85 11.09 -6.08 0.06
H -18.99 12.80 -5.41 0.09
H -20.35 11.66 -5.27 0.06
H -16.80 12.53 -3.92 0.09
H -16.66 11.11 -5.09 0.06
H -16.41 10.90 -3.35 0.04
```



A gas-phase ion, C2H7N2 (charge +1). Source: the Open Molecules 2025 dataset; level of theory: ωB97M-V/def2-TZVPD.

As for the structure (SMILES): N/C=C/[NH3+]. The spin multiplicity is 1. The energy above the lowest of the compared OMol25 structures with the same formula, charge and spin is 22.5 kcal/mol. The total charge is +1. The calculation puts the HOMO energy at -0.4885 Ha.

```
11
Properties=species:S:1:pos:R:3:nbo_charge:R:1
N -1.83 0.86 0.07 -0.75
C -0.60 0.42 0.39 0.07
C 0.17 -0.30 -0.43 -0.25
N 1.51 -0.78 -0.02 -0.66
H -2.13 0.90 -0.89 0.41
H -2.31 1.47 0.71 0.42
H -0.24 0.79 1.35 0.22
H -0.09 -0.61 -1.43 0.23
H 2.24 -0.18 -0.39 0.44
H 1.58 -0.84 1.00 0.44
H 1.70 -1.72 -0.35 0.44
```